Record 1
{"formula": "C34H78N3O26S8", "method": "wB97M-V/def2-TZVPD", "total_energy_ev": -180903.8729, "total_charge": -1, "symbols": ["C", "C", "C", "N", "C", "N", "C", "C", "C", "C", "N", "C", "C", "O", "O", "H", "H", "H", "H", "H", "H", "H", "H", "H", "H", "H", "H", "H", "H", "O", "S", "O", "O", "C", "C", "C", "H", "H", "H", "H", "H", "H", "H", "H", "O", "S", "O", "O", "C", "C", "C", "H", "H", "H", "H", "H", "H", "H", "H", "O", "S", "O", "O", "C", "C", "C", "H", "H", "H", "H", "H", "H", "H", "H", "O", "S", "O", "O", "C", "C", "C", "H", "H", "H", "H", "H", "H", "H", "H", "O", "S", "O", "O", "C", "C", "C", "H", "H", "H", "H", "H", "H", "H", "H", "O", "S", "O", "O", "C", "C", "C", "H", "H", "H", "H", "H", "H", "H", "H", "O", "S", "O", "O", "C", "C", "C", "H", "H", "H", "H", "H", "H", "H", "H", "O", "S", "O", "O", "C", "C", "C", "H", "H", "H", "H", "H", "H", "H", "H"], "coordinates": [[6.3172, -0.3416, -0.1628], [5.8288, 0.8982, -1.0541], [5.0725, 2.0551, -0.1976], [4.0911, 1.4976, 0.7787], [2.8332, 2.3100, 0.8330], [1.9449, 2.1506, -0.3534], [1.3079, 0.8207, -0.4025], [-0.0668, 0.4825, 0.2776], [-0.5596, -0.9921, 0.1629], [0.3428, -1.9704, -0.6257], [1.5714, -1.6878, -1.2914], [2.0077, -0.3363, -1.1577], [2.1145, 1.9523, 2.2355], [2.1796, 0.7706, 2.7324], [1.3399, 2.9136, 2.9424], [6.0770, -1.3112, -0.7481], [7.4493, -0.3613, 0.0260], [5.7899, -0.4464, 0.8422], [5.0884, 0.5647, -1.8577], [6.7165, 1.3773, -1.6223], [4.5977, 2.7674, -0.9569], [5.8950, 2.6685, 0.3444], [4.5303, 1.6562, 1.7088], [3.1306, 3.4252, 0.9102], [2.5293, 2.2266, -1.2130], [-0.6362, 1.3010, 0.8380], [-1.5276, -1.3215, 0.6556], [-0.0262, -3.0617, -0.6794], [3.0006, -0.0672, -1.6794], [-6.4174, 1.4921, 1.4917], [-5.5167, 0.4090, 1.7868], [-4.2866, 0.2244, 1.0631], [-6.3441, -0.9828, 1.7715], [-7.0662, -1.3299, 0.5889], [-6.1395, -1.7768, -0.5269], [-5.1365, 0.4347, 3.5153], [-7.6987, -0.4968, 0.2679], [-7.7313, -2.1565, 0.8530], [-5.5018, -0.9577, -0.8637], [-6.7116, -2.1303, -1.3878], [-5.4812, -2.5786, -0.1828], [-6.0606, 0.5389, 4.0823], [-4.4855, 1.2902, 3.6972], [-4.6181, -0.4872, 3.7773], [-8.8045, -5.0456, -0.0551], [-7.9343, -5.5638, -1.0781], [-7.4606, -4.7432, -2.1627], [-8.5876, -6.9116, -1.6910], [-9.9053, -6.8376, -2.2393], [-9.9172, -6.1263, -3.5798], [-6.5297, -6.3151, -0.3066], [-10.5887, -6.3599, -1.5317], [-10.2515, -7.8644, -2.3779], [-9.6387, -5.0764, -3.4733], [-10.9124, -6.1642, -4.0290], [-9.1987, -6.5835, -4.2647], [-6.8702, -6.9682, 0.4957], [-5.9083, -5.5156, 0.0979], [-5.9713, -6.8746, -1.0564], [-12.9014, -7.7816, -2.3442], [-13.9981, -7.9101, -1.4213], [-13.8518, -8.5811, -0.1560], [-15.2703, -8.5384, -2.2007], [-15.1085, -9.7948, -2.8602], [-15.0449, -10.9458, -1.8728], [-14.6811, -6.3061, -1.1159], [-14.2251, -9.7775, -3.5054], [-15.9784, -9.9282, -3.5084], [-14.1521, -10.8827, -1.2486], [-15.0194, -11.9043, -2.3965], [-15.9091, -10.9275, -1.2042], [-14.8315, -5.7955, -2.0661], [-13.9679, -5.7553, -0.5021], [-15.6223, -6.4189, -0.5787], [1.6088, -5.7003, 3.4806], [0.3316, -5.0514, 3.6195], [-0.4522, -4.6611, 2.4756], [0.4893, -3.7815, 4.6044], [1.4517, -2.7696, 4.2704], [0.9892, -1.9079, 3.1121], [-0.6960, -6.0328, 4.6765], [2.4256, -3.2226, 4.0619], [1.5716, -2.1408, 5.1563], [0.9195, -2.4882, 2.1899], [1.6885, -1.0849, 2.9380], [-0.0038, -1.4958, 3.3110], [-0.1312, -6.3104, 5.5654], [-0.9843, -6.9253, 4.1207], [-1.5832, -5.4580, 4.9401], [2.5715, 1.9429, 7.4602], [3.3009, 1.3085, 6.3910], [3.0431, -0.0557, 6.0037], [4.8931, 1.4744, 6.6734], [5.4144, 0.9919, 7.9083], [5.4869, -0.5243, 7.9357], [3.2061, 2.3235, 4.9461], [4.8267, 1.3753, 8.7481], [6.4244, 1.3993, 8.0087], [4.4907, -0.9683, 7.9024], [5.9779, -0.8727, 8.8481], [6.0371, -0.8990, 7.0690], [3.4372, 3.3520, 5.2222], [2.1930, 2.2590, 4.5463], [3.9118, 1.9501, 4.2061], [5.8984, 4.3881, -2.4902], [5.5043, 5.7670, -2.6206], [4.6877, 6.2262, -3.7150], [6.8240, 6.7020, -2.5267], [7.8883, 6.4656, -3.4490], [7.5447, 6.9536, -4.8441], [4.7393, 6.2885, -1.1118], [8.1601, 5.4059, -3.4564], [8.7568, 7.0184, -3.0814], [6.7209, 6.3798, -5.2720], [8.4034, 6.8535, -5.5118], [7.2313, 8.0005, -4.8201], [5.3606, 5.9804, -0.2719], [3.7622, 5.8073, -1.0526], [4.6175, 7.3709, -1.1324], [1.4065, 7.2706, -0.2299], [0.2972, 7.1388, 0.6799], [0.4315, 6.4819, 1.9514], [-0.9594, 6.4967, -0.1114], [-0.7818, 5.2344, -0.7619], [-0.7239, 4.0867, 0.2292], [-0.4045, 8.7400, 0.9619], [0.1099, 5.2542, -1.3957], [-1.6429, 5.0933, -1.4209], [0.1609, 4.1562, 0.8648], [-0.6856, 3.1283, -0.2919], [-1.5969, 4.1007, 0.8875], [-0.5462, 9.2414, 0.0053], [0.2951, 9.3023, 1.5807], [-1.3519, 8.6232, 1.4868], [10.4359, 5.1689, -5.9055], [11.3324, 4.0677, -5.6733], [11.6011, 3.5729, -4.3485], [12.7411, 4.3718, -6.4121], [13.4349, 5.5744, -6.0790], [14.0811, 5.4913, -4.7081], [10.8326, 2.6997, -6.6788], [12.7637, 6.4355, -6.1486], [14.2143, 5.7114, -6.8332], [13.3296, 5.4186, -3.9202], [14.6870, 6.3788, -4.5110], [14.7141, 4.6036, -4.6341], [10.6580, 3.0491, -7.6955], [9.9112, 2.2988, -6.2558], [11.6126, 1.9394, -6.6547]], "lowdin_charge": [-0.135, -0.232, -0.239, -0.032, -0.280, 0.023, -0.165, 0.035, -0.042, -0.155, -0.003, -0.070, -0.469, -0.083, -0.201, 0.074, 0.062, 0.067, 0.078, 0.104, 0.087, 0.123, 0.109, 0.150, 0.102, 0.098, 0.086, 0.096, 0.087, -0.285, 0.601, -0.284, -0.266, -0.264, -0.071, -0.121, 0.116, 0.117, 0.071, 0.072, 0.083, 0.071, 0.080, 0.076, -0.286, 0.597, -0.286, -0.262, -0.278, -0.072, -0.116, 0.108, 0.114, 0.068, 0.076, 0.086, 0.075, 0.074, 0.077, -0.280, 0.609, -0.277, -0.264, -0.268, -0.078, -0.118, 0.116, 0.122, 0.069, 0.081, 0.086, 0.075, 0.079, 0.076, -0.288, 0.593, -0.296, -0.269, -0.248, -0.075, -0.135, 0.118, 0.110, 0.052, 0.051, 0.089, 0.069, 0.069, 0.070, -0.295, 0.623, -0.288, -0.271, -0.285, -0.085, -0.138, 0.112, 0.116, 0.066, 0.073, 0.084, 0.080, 0.038, 0.065, -0.291, 0.605, -0.285, -0.266, -0.268, -0.077, -0.116, 0.114, 0.123, 0.070, 0.061, 0.083, 0.077, 0.068, 0.076, -0.295, 0.598, -0.263, -0.267, -0.260, -0.083, -0.131, 0.113, 0.119, 0.052, 0.054, 0.090, 0.069, 0.072, 0.072, -0.283, 0.605, -0.278, -0.266, -0.270, -0.078, -0.120, 0.116, 0.121, 0.069, 0.080, 0.085, 0.074, 0.081, 0.075]}

***

Record 2
{"formula": "C34H82Cl6O14", "method": "wB97M-V/def2-TZVPD", "smiles": "COCCOC.COCCOC.COCCOC.COCCOC.COCCOC.COCCOC.COCCOC.ClCCCl.ClCCCl.ClCCCl", "total_energy_ev": -140378.7238, "symbols": ["C", "O", "C", "C", "O", "C", "H", "H", "H", "H", "H", "H", "H", "H", "H", "H", "C", "O", "C", "C", "O", "C", "H", "H", "H", "H", "H", "H", "H", "H", "H", "H", "C", "O", "C", "C", "O", "C", "H", "H", "H", "H", "H", "H", "H", "H", "H", "H", "C", "O", "C", "C", "O", "C", "H", "H", "H", "H", "H", "H", "H", "H", "H", "H", "C", "O", "C", "C", "O", "C", "H", "H", "H", "H", "H", "H", "H", "H", "H", "H", "C", "O", "C", "C", "O", "C", "H", "H", "H", "H", "H", "H", "H", "H", "H", "H", "C", "O", "C", "C", "O", "C", "H", "H", "H", "H", "H", "H", "H", "H", "H", "H", "Cl", "C", "C", "Cl", "H", "H", "H", "H", "Cl", "C", "C", "Cl", "H", "H", "H", "H", "Cl", "C", "C", "Cl", "H", "H", "H", "H"], "coordinates": [[-3.4725, 2.5247, -2.0811], [-4.3069, 2.2510, -1.0048], [-5.2982, 3.2085, -0.7923], [-6.2337, 2.6812, 0.2168], [-5.6561, 2.7746, 1.4529], [-6.4610, 2.2358, 2.4170], [-4.0080, 2.8397, -2.9982], [-3.0191, 1.5704, -2.3605], [-2.6814, 3.2595, -1.8900], [-5.8267, 3.4950, -1.7159], [-4.8259, 4.1310, -0.4148], [-6.5145, 1.6436, -0.0386], [-7.1805, 3.2500, 0.1839], [-6.7358, 1.2054, 2.1467], [-7.3620, 2.8259, 2.6101], [-5.8580, 2.1903, 3.3229], [3.2392, -2.8109, 3.7888], [4.2428, -3.3719, 3.0089], [3.7329, -4.3057, 2.1138], [4.8122, -4.6926, 1.1130], [4.8269, -3.9315, -0.1253], [4.9848, -2.5390, 0.0336], [2.5264, -2.2423, 3.1627], [3.7183, -2.1434, 4.4935], [2.6622, -3.5775, 4.3276], [2.8725, -3.8697, 1.5737], [3.3620, -5.1875, 2.6609], [4.7022, -5.7410, 0.8103], [5.8078, -4.6628, 1.6036], [4.0292, -2.0445, 0.2477], [5.3864, -2.1220, -0.8882], [5.7166, -2.3474, 0.8220], [-4.1895, -2.7517, 6.4696], [-3.8595, -2.2856, 5.2326], [-4.9761, -1.8388, 4.4993], [-4.6252, -0.6831, 3.6173], [-3.7000, -1.0307, 2.6813], [-3.1803, 0.0791, 2.0176], [-4.1018, -1.9533, 7.2148], [-3.5155, -3.5633, 6.7610], [-5.1952, -3.1963, 6.4951], [-5.7876, -1.4885, 5.1605], [-5.3977, -2.6680, 3.9017], [-4.3147, 0.1640, 4.2586], [-5.5923, -0.3692, 3.1596], [-3.9642, 0.7061, 1.5598], [-2.4623, -0.2673, 1.2811], [-2.6059, 0.7519, 2.6858], [-0.4513, -1.4090, -4.9836], [-1.0898, -1.8126, -6.2109], [-2.1391, -2.6685, -6.0101], [-3.3077, -2.3132, -6.7740], [-3.0102, -2.3270, -8.1379], [-4.1414, -2.0636, -8.8966], [0.3685, -0.7379, -5.2546], [-0.0506, -2.2532, -4.4097], [-1.1248, -0.7991, -4.3481], [-2.4652, -2.8184, -4.9696], [-1.7896, -3.6552, -6.3493], [-3.7299, -1.3202, -6.4997], [-4.1345, -3.0111, -6.5007], [-4.6753, -1.1931, -8.4822], [-4.7955, -2.9483, -8.9041], [-3.8569, -1.8329, -9.9164], [7.5330, 1.3822, 4.4970], [6.2128, 1.6412, 4.1439], [5.3604, 0.6212, 4.5481], [3.9421, 1.1337, 4.6191], [3.5035, 1.5777, 3.4183], [2.2446, 2.1849, 3.5339], [7.6565, 1.3341, 5.5935], [8.1426, 2.1913, 4.1051], [7.9091, 0.4224, 4.1043], [5.6039, 0.2671, 5.5625], [5.4776, -0.2268, 3.8540], [3.9141, 1.9242, 5.3915], [3.2937, 0.3184, 4.9877], [2.3949, 3.2469, 3.7371], [1.6523, 1.7236, 4.3323], [1.7288, 1.9951, 2.5990], [3.1427, -1.5510, -3.9175], [2.1896, -2.5148, -3.6634], [2.6489, -3.4867, -2.7668], [1.5392, -4.3778, -2.5107], [0.5401, -3.7024, -1.8582], [-0.6005, -4.4118, -1.8320], [3.6896, -1.2314, -3.0248], [2.7448, -0.7462, -4.5201], [3.9412, -2.0083, -4.5440], [3.0590, -3.0276, -1.8568], [3.4561, -4.0889, -3.2229], [1.8193, -5.2671, -1.9233], [1.1822, -4.7837, -3.4738], [-1.3179, -3.9583, -1.1589], [-0.4113, -5.4400, -1.4846], [-1.0331, -4.4987, -2.8382], [1.0415, 3.8169, -0.7473], [0.6720, 4.8871, 0.0271], [1.8083, 5.5570, 0.4546], [1.4240, 6.6601, 1.3428], [0.4420, 7.4362, 0.7087], [-0.0483, 8.4344, 1.5671], [0.1727, 3.3244, -1.1711], [1.5926, 3.0892, -0.1366], [1.6123, 4.1556, -1.6255], [2.3185, 6.0154, -0.4201], [2.5460, 4.9054, 0.9490], [2.2783, 7.2481, 1.6977], [0.9381, 6.2036, 2.2394], [0.7452, 9.0201, 2.0483], [-0.6751, 7.9898, 2.3834], [-0.7477, 9.0699, 1.0255], [-0.5036, 0.6864, -1.6599], [0.0462, -0.9457, -1.2227], [1.0444, -1.0699, -0.1026], [0.3934, -0.1952, 1.3398], [0.4741, -1.3202, -2.1423], [-0.8269, -1.5308, -0.9566], [1.9857, -0.6413, -0.4417], [1.0936, -2.1084, 0.1777], [-3.9645, -2.6846, -0.7466], [-3.9158, -1.0202, -1.3511], [-5.1839, -0.6853, -2.0598], [-5.3641, -1.6146, -3.6018], [-3.0923, -0.8566, -2.0509], [-3.7488, -0.2937, -0.5558], [-5.2841, 0.3546, -2.3471], [-6.0567, -0.9394, -1.4612], [5.0478, 4.1714, -1.2965], [5.3579, 2.7867, -0.1896], [4.7072, 1.5251, -0.5598], [5.5409, 0.6074, -1.8566], [4.8978, 3.1152, 0.7313], [6.4195, 2.7192, -0.0135], [3.6746, 1.6580, -0.8781], [4.6567, 0.8868, 0.3224]], "lowdin_charge": [-0.133, -0.194, -0.218, -0.256, -0.158, -0.140, 0.101, 0.036, 0.092, 0.134, 0.144, 0.133, 0.138, 0.084, 0.096, 0.092, -0.112, -0.190, -0.233, -0.159, -0.201, -0.129, 0.088, 0.075, 0.096, 0.125, 0.131, 0.122, 0.134, 0.074, 0.053, 0.094, -0.155, -0.158, -0.212, -0.270, -0.147, -0.119, 0.091, 0.089, 0.089, 0.127, 0.139, 0.137, 0.117, 0.084, 0.044, 0.102, -0.071, -0.143, -0.286, -0.274, -0.158, -0.127, 0.085, 0.073, 0.078, 0.121, 0.140, 0.128, 0.135, 0.090, 0.092, 0.085, -0.127, -0.171, -0.231, -0.273, -0.172, -0.103, 0.092, 0.088, 0.093, 0.129, 0.130, 0.138, 0.124, 0.094, 0.092, 0.042, -0.117, -0.194, -0.214, -0.241, -0.193, -0.137, 0.043, 0.087, 0.102, 0.114, 0.149, 0.142, 0.145, 0.058, 0.099, 0.099, -0.146, -0.147, -0.261, -0.241, -0.166, -0.122, 0.038, 0.080, 0.096, 0.133, 0.124, 0.132, 0.137, 0.086, 0.097, 0.085, 0.634, -0.656, -0.584, 0.595, 0.042, 0.054, 0.066, 0.059, 0.603, -0.684, -0.642, 0.540, 0.048, 0.047, 0.052, 0.067, 0.544, -0.644, -0.649, 0.580, 0.061, 0.073, 0.060, 0.075]}